1.
Density functional theory data (ωB97M-V/def2-TZVPD) for C34H32N4O5S2SiSn as an isolated structure at a distorted geometry.

ΔE to the lowest compared entry with this formula, charge and spin = 0.0 kcal/mol
E_LUMO (spin up / spin down) = 1.61 / 1.62 eV
charge = -1
multiplicity = 2
orbital gap (spin up / spin down) = 2.96 / 6.44 eV

XYZ file:
```
79
Properties=species:S:1:pos:R:3:forces:R:3:lowdin_spin:R:1
Sn 0.448935 0.685542 0.114737 1.25 0.89 -0.83 0.002
O -0.571241 -2.935128 1.104015 -0.81 -0.22 1.60 0.000
N -1.369841 -2.521924 2.184936 1.01 0.98 -0.63 0.001
C -1.142818 -2.981838 3.449436 -0.20 -0.40 0.72 0.000
C -1.766572 -2.439415 4.570745 0.76 -1.06 -1.37 0.001
C -2.588351 -1.317038 4.360095 0.08 0.41 -1.58 0.001
C -2.775189 -0.833030 3.070535 -0.61 0.56 0.77 0.000
C -2.086613 -1.356537 1.924270 -1.31 0.02 -0.67 0.002
S -2.327702 -0.654250 0.382600 0.06 -0.80 1.09 -0.001
H -0.464873 -3.844555 3.545245 -0.42 0.53 -0.27 0.000
H -1.631402 -3.002360 5.497396 -0.03 0.67 -0.16 0.000
H -3.036114 -0.756704 5.151239 -0.37 -0.09 0.55 0.000
H -3.515536 0.012293 2.892275 1.43 -1.14 0.16 0.000
C 5.108695 -0.497183 -1.320027 -1.16 0.01 -0.38 0.094
C 3.776420 -0.117654 -1.304643 0.23 -0.25 -0.22 0.100
N 3.217453 0.561221 -0.270663 -0.79 -0.16 -0.81 0.183
C 4.036390 0.984510 0.701457 0.85 0.15 1.84 0.049
C 5.425097 0.592849 0.814244 -0.86 0.41 -1.01 0.007
C 5.933735 -0.174894 -0.246182 0.90 0.17 1.42 0.188
C 6.220270 1.099632 1.890098 -0.05 0.12 0.70 0.064
C 5.685087 1.877253 2.891151 -0.36 -0.12 -0.61 0.003
C 4.327544 2.334390 2.788637 0.90 -0.51 0.20 0.063
C 3.844683 3.307865 3.674710 -0.40 -0.87 -0.40 -0.003
C 2.595812 3.799704 3.376343 -0.25 -0.84 -0.42 0.067
C 1.805984 3.243045 2.326601 1.74 -0.26 -0.03 -0.005
N 2.239324 2.291232 1.516862 -1.43 0.87 0.60 0.054
C 3.491217 1.845829 1.708305 1.87 -0.16 -0.19 0.101
H 5.506784 -1.056302 -2.142217 0.02 -0.17 -0.43 0.004
H 3.076906 -0.326458 -2.122334 0.44 -0.13 0.26 0.004
H 6.971516 -0.518744 -0.155797 -0.36 0.12 -0.32 0.012
H 7.286468 0.860567 1.883596 -0.27 -0.07 0.12 0.003
H 6.273438 2.224821 3.745566 -0.04 -0.07 -0.38 0.000
H 4.407571 3.561587 4.593037 -0.27 0.15 -0.81 -0.001
H 2.168138 4.533358 3.981569 -0.74 1.16 0.83 0.007
H 0.855368 3.641843 2.095737 -1.07 0.32 -0.01 -0.002
C -6.736567 3.637798 -2.847129 -1.80 1.40 -0.03 0.000
C -5.431610 3.483767 -2.182255 2.26 -0.80 -0.68 0.000
C -5.141703 4.141703 -0.985327 -0.68 -0.14 -1.18 0.000
C -3.865717 4.136670 -0.504615 1.10 -0.35 0.99 0.000
C -2.875373 3.410014 -1.168941 0.31 0.33 0.41 0.000
C -3.100777 2.723015 -2.358131 0.01 0.21 0.39 0.000
C -4.379431 2.760187 -2.858784 -1.97 0.95 0.72 0.000
S -1.225580 3.639320 -0.542446 1.10 -0.48 -0.91 0.000
O -1.318062 3.530542 0.892977 -0.16 0.29 0.26 0.000
O -0.796206 4.850154 -1.200354 -0.27 0.76 0.49 0.000
N -0.289468 2.484626 -1.058880 0.48 -1.24 0.55 0.002
C 0.426621 2.588267 -2.341068 -0.08 1.48 0.97 0.000
C 0.746438 1.228345 -2.877363 -0.98 -0.22 -0.20 0.000
O 0.868916 1.197877 -4.101428 0.48 -1.32 0.86 0.000
O 0.763610 0.249035 -1.982835 0.18 0.63 -1.21 0.000
H -7.169671 4.648599 -2.499187 0.35 -1.52 -0.70 0.000
H -7.464033 2.855622 -2.566874 0.23 0.25 -0.06 0.000
H -6.679904 3.651358 -3.957510 0.10 0.00 0.73 0.000
H -5.905097 4.745275 -0.520183 -0.17 0.02 0.18 0.000
H -3.619687 4.664895 0.437984 -0.04 -0.39 -0.79 0.000
H -2.293815 2.222234 -2.889882 -0.16 0.02 0.24 0.000
H -4.660685 2.295243 -3.795085 0.24 -0.12 -0.07 0.000
H 1.414010 3.123661 -2.224422 -0.95 -0.28 -0.06 0.000
H -0.199852 3.148406 -3.058032 0.60 -0.31 0.12 0.000
C 1.589697 -4.845329 0.876132 0.30 -0.36 0.47 0.000
Si -0.238107 -4.532364 0.543160 0.67 0.68 -1.01 0.000
C -1.376268 -5.873949 1.224959 0.74 -0.38 0.06 0.000
C -0.343666 -4.078279 -1.275117 -0.39 0.17 0.09 0.000
C 0.750349 -4.312225 -2.114823 -0.68 0.02 -0.16 0.000
C 0.753861 -3.836036 -3.425236 1.39 -0.39 -0.21 0.000
C -0.320747 -3.180230 -3.977127 -0.92 -0.60 1.92 0.000
C -1.446756 -3.005684 -3.150567 -0.43 0.52 -0.35 0.000
C -1.439793 -3.346394 -1.796703 0.56 -0.45 -0.68 0.000
H 1.942315 -5.885216 0.726333 -0.36 0.41 -0.19 0.000
H 1.770948 -4.667681 1.934949 0.00 0.07 0.33 0.000
H 2.291032 -4.166752 0.359702 -0.58 -0.20 0.00 0.000
H -0.838421 -6.544784 1.925117 -0.09 0.37 -0.37 0.000
H -1.713072 -6.503416 0.383364 -0.05 0.34 0.33 0.000
H -2.218031 -5.489476 1.782934 -0.43 0.17 -0.08 0.000
H 1.603865 -4.883201 -1.770421 0.03 0.12 0.06 0.000
H 1.679169 -3.993446 -4.000576 -0.55 0.13 0.12 0.000
H -0.313046 -2.839156 -4.973559 0.00 0.37 -0.97 0.000
H -2.360585 -2.554544 -3.579146 0.67 -0.05 0.34 0.000
H -2.265715 -3.001977 -1.177166 0.16 -0.34 -0.03 0.000
```
Forces are in eV/Å.

2.
Density functional theory data (ωB97M-V/def2-TZVPD) for C34H33BrCoN8S as an isolated structure.

ΔE to the lowest compared entry with this formula, charge and spin = 32.2 kcal/mol
E_LUMO (spin up / spin down) = -2.86 / -2.89 eV
charge = +1
multiplicity = 5
orbital gap (spin up / spin down) = 5.98 / 7.55 eV

XYZ file:
```
78
Properties=species:S:1:pos:R:3:forces:R:3:lowdin_spin:R:1
Co -1.277796 1.565764 0.297431 0.26 0.36 0.08 2.723
N -1.008508 1.646893 4.557597 -0.14 -0.16 0.04 0.001
C -0.554340 2.118733 3.396205 0.06 0.01 -0.06 0.005
N -1.230723 1.549419 2.420176 -0.08 0.04 -0.10 0.037
C -2.103112 0.729189 3.060178 -0.36 -0.22 -0.09 0.002
N -2.010265 0.752895 4.365417 0.32 0.23 0.02 0.001
C -3.110926 -0.013972 2.283827 0.28 0.12 0.36 0.002
C -3.870047 -1.048560 2.804634 -0.19 -0.09 -0.04 0.000
N -4.806964 -1.649267 2.075237 0.09 0.06 0.07 0.000
C -4.988369 -1.192767 0.841731 -0.01 0.02 0.01 0.001
C -4.217931 -0.160422 0.319361 -0.08 -0.03 -0.05 0.002
N -3.265109 0.413970 1.036538 0.17 -0.11 -0.26 0.020
H -0.713135 1.883413 5.491676 -0.01 -0.02 -0.01 0.000
H 0.242560 2.839412 3.290265 -0.05 -0.01 -0.01 0.000
H -3.715662 -1.387247 3.821776 -0.03 -0.03 -0.01 0.000
H -5.761986 -1.659673 0.243940 0.00 0.00 0.03 0.000
H -4.380546 0.216016 -0.683431 0.03 -0.04 -0.01 0.000
C 1.912912 -4.927252 -1.088967 -0.06 -0.01 0.02 0.002
C 3.295483 -4.394748 -0.696427 -0.01 0.08 -0.02 0.023
C 3.863551 -5.324018 0.386500 0.01 -0.01 0.04 0.005
C 4.185954 -4.501558 -1.950341 0.04 0.02 -0.05 0.017
C 3.326905 -2.924374 -0.249832 0.04 -0.02 -0.20 0.247
C 4.428501 -2.483830 0.435035 0.11 0.15 0.15 0.006
C 4.765240 -1.133084 0.650600 -0.20 -0.04 -0.10 0.326
C 3.880593 -0.155042 0.132072 0.27 -0.21 0.22 0.011
S 3.867626 1.543280 0.402916 0.09 0.19 0.15 0.000
C 2.336561 1.660405 -0.414892 -0.22 0.12 -0.04 0.075
N 1.907646 0.528479 -0.883078 0.14 -0.12 -0.11 -0.002
C 2.759860 -0.499183 -0.574328 -0.31 0.04 -0.23 0.125
C 2.374897 -1.919394 -0.878352 0.14 -0.08 -0.08 0.056
C 1.585364 2.942529 -0.402041 0.26 -0.39 0.09 0.017
C 2.341426 4.107067 -0.541887 0.09 0.18 -0.06 0.010
C 1.770680 5.360018 -0.391564 -0.04 -0.11 0.00 0.001
C 0.426454 5.434349 -0.066274 0.04 -0.07 -0.01 0.011
C -0.313857 4.263020 0.058384 -0.08 0.00 0.01 0.016
C 0.205337 2.965397 -0.118299 -0.27 0.24 0.03 0.065
H 2.033717 -5.937780 -1.482091 -0.01 0.01 -0.01 0.000
H 1.441611 -4.334250 -1.875975 0.02 -0.01 0.06 0.000
H 1.230252 -4.997882 -0.238880 0.03 0.00 -0.01 0.000
H 3.638957 -6.360761 0.130908 0.02 0.01 0.00 0.000
H 3.428663 -5.112239 1.365576 -0.03 -0.02 -0.03 0.001
H 4.947889 -5.247402 0.472787 -0.03 0.02 0.00 0.000
H 4.259084 -5.543135 -2.273541 -0.02 0.03 0.01 0.003
H 5.191987 -4.132282 -1.746335 -0.02 -0.02 0.00 0.000
H 3.774385 -3.925203 -2.783731 0.02 0.00 0.04 0.001
H 5.129266 -3.219615 0.808585 -0.03 0.02 0.01 -0.006
H 5.656403 -0.870440 1.201468 -0.03 0.04 -0.01 0.019
H 2.471260 -2.056699 -1.967078 -0.14 -0.02 0.01 0.028
H 3.397471 4.034919 -0.780914 -0.04 -0.03 0.00 0.000
H 2.367843 6.253729 -0.516127 -0.01 -0.01 0.00 0.000
H -0.048773 6.395852 0.085408 -0.01 -0.01 0.00 0.001
H -1.360912 4.383116 0.323036 0.05 0.03 -0.01 0.003
C 0.831502 -0.794637 1.696089 0.01 -0.03 -0.03 0.004
C 0.274943 -1.053944 0.335994 0.24 -0.12 0.21 0.011
C 0.841235 -2.115519 -0.562038 0.07 -0.08 0.20 0.028
C -0.048546 -1.983326 -1.746342 0.10 -0.02 0.03 0.003
C -0.911744 -1.001606 -1.515770 -0.06 0.25 0.10 0.005
C -1.930544 -0.440733 -2.441969 -0.03 -0.07 0.03 0.002
N -0.707490 -0.425582 -0.201095 -0.51 0.01 -0.47 0.037
H 1.797475 -1.287973 1.802499 -0.03 -0.02 0.03 0.002
H 0.161946 -1.190536 2.465092 0.00 0.04 -0.02 0.000
H 0.968226 0.273842 1.862387 0.01 -0.02 -0.02 0.001
H 0.698691 -3.067110 -0.042302 0.04 -0.01 -0.05 0.001
H 0.041375 -2.553858 -2.658634 -0.02 0.01 0.03 0.000
H -1.732431 -0.773834 -3.458927 -0.01 -0.04 0.01 0.000
H -1.882424 0.644300 -2.441250 -0.02 0.11 0.00 0.002
H -2.947841 -0.740132 -2.183501 0.02 0.01 0.05 0.000
Br -4.058910 3.385581 1.873939 -0.02 0.09 0.04 0.002
C -4.002058 3.419716 -0.014758 -0.11 -0.03 0.07 0.003
C -5.046283 4.049057 -0.673968 0.00 0.02 -0.04 0.001
C -4.980523 4.138551 -2.051796 -0.06 0.05 -0.03 0.000
C -3.868485 3.632126 -2.708751 0.01 0.01 0.03 0.001
C -2.882937 3.031120 -1.955070 0.08 0.09 0.03 0.005
N -2.953926 2.887785 -0.621078 0.13 -0.28 -0.07 0.032
H -5.869349 4.464833 -0.112278 0.00 -0.01 -0.01 0.000
H -5.776602 4.623875 -2.601213 0.01 -0.01 0.00 0.000
H -3.752975 3.714948 -3.780208 -0.01 0.00 0.02 0.000
H -1.969679 2.687267 -2.419935 0.05 -0.07 0.02 0.002
```
Forces are in eV/Å.

3.
Density functional theory data (ωB97M-V/def2-TZVPD) for C34H33F11N11O12PbS3Te as an isolated structure at a distorted geometry.

ΔE to the lowest compared entry with this formula, charge and spin = 156.0 kcal/mol
E_LUMO (spin up / spin down) = -0.52 / -1.00 eV
charge = -1
orbital gap (spin up / spin down) = 6.00 / 5.76 eV

XYZ file:
```
106
Properties=species:S:1:pos:R:3:forces:R:3:mulliken_charge:R:1
Pb 0.218688 -0.232946 -0.097696 0.18 0.43 0.69 2.341
C 0.166005 -4.847441 0.210319 -0.54 0.34 -0.05 -0.624
C -0.411042 -3.622814 -0.174579 0.44 -0.71 -0.58 -0.958
N 0.332262 -2.699322 -0.769742 0.14 -0.21 -0.09 -0.064
C 1.598610 -2.997113 -1.091071 -0.29 -0.43 0.10 0.253
C 2.103837 -4.257502 -0.803271 -0.01 0.13 -0.04 -0.276
N 1.404727 -5.150259 -0.121178 0.22 -0.25 0.05 -0.630
C 2.349065 -1.956009 -1.809917 0.43 0.17 -0.28 0.305
C 3.675088 -2.084673 -2.203084 -0.09 0.07 0.03 -0.843
C 4.299263 -1.006749 -2.818335 -0.19 0.01 -0.04 0.512
C 3.565115 0.151412 -3.059892 -0.10 -0.04 0.06 -0.858
C 2.244282 0.197031 -2.645320 0.34 -0.11 -0.15 -0.007
N 1.671021 -0.842216 -2.050763 -0.02 0.09 0.14 -0.412
C 1.377304 1.382414 -2.786620 -0.23 0.47 -0.18 0.671
C 1.657301 2.471844 -3.604205 0.02 -0.23 0.01 -0.192
N 0.807683 3.480222 -3.747078 -0.06 0.14 -0.06 -0.633
C -0.312448 3.438531 -3.046029 0.02 -0.07 -0.10 -0.770
C -0.583276 2.389553 -2.175827 -0.07 -0.13 -0.20 -0.734
N 0.249738 1.370741 -2.072011 0.17 0.14 -0.12 0.242
C 5.728013 -1.064896 -3.185306 0.25 -0.04 -0.09 0.345
C 6.190229 -0.513276 -4.377902 0.00 -0.03 0.11 -0.433
C 7.543755 -0.581420 -4.664679 -0.04 0.02 -0.02 -0.429
N 8.436626 -1.146037 -3.860781 0.20 0.00 -0.04 -0.635
C 7.995612 -1.668123 -2.722282 -0.03 -0.05 0.01 -0.422
C 6.662920 -1.659276 -2.341908 -0.10 0.08 -0.05 -0.512
H -0.386978 -5.574325 0.790025 -0.20 0.05 -0.02 0.499
H -1.478876 -3.445108 -0.168621 -0.04 0.08 0.47 1.092
H 3.084967 -4.582285 -1.123681 0.07 0.16 -0.02 0.399
H 4.228330 -2.990236 -2.007366 0.01 -0.02 0.02 0.748
H 4.037421 1.017399 -3.498409 0.03 0.04 0.01 0.638
H 2.571234 2.544956 -4.179504 0.05 -0.13 0.03 0.345
H -0.998533 4.264696 -3.176671 -0.06 0.00 0.12 0.464
H -1.467146 2.349071 -1.554615 -0.04 0.10 -0.01 0.765
H 5.506678 -0.051056 -5.076751 -0.02 0.01 -0.03 0.475
H 7.939186 -0.162597 -5.583259 -0.08 0.01 -0.03 0.372
H 8.753075 -2.112982 -2.087371 -0.06 -0.02 0.07 0.385
H 6.355926 -2.073293 -1.391665 0.03 -0.02 0.05 0.454
O -2.774985 0.846569 1.374518 0.29 0.27 -0.36 -0.382
S -2.459628 -0.299120 2.397169 -1.03 1.89 0.24 1.547
O -3.589959 -1.330623 2.014766 0.12 0.19 0.06 -0.273
O -1.157180 -0.876644 2.108827 -0.59 0.78 -0.16 -0.696
O -2.760713 0.206693 3.669774 0.10 0.24 0.07 -0.734
F -3.113297 -3.239038 3.704026 0.17 0.55 -0.72 -0.383
Te -1.511811 -3.085864 2.627194 -0.12 -6.19 5.54 1.507
F -2.520758 -4.777127 1.901211 1.30 0.93 -0.75 -0.498
F -1.134248 -2.177280 4.311968 -0.12 0.43 -1.00 -0.468
F 0.589389 -2.946794 2.695538 -0.93 0.05 -1.22 -0.695
F -0.967246 -4.593094 3.787505 -0.01 0.82 -1.06 -0.434
O -3.046101 -2.368547 1.224957 0.21 -0.13 -0.28 -0.378
F -0.538798 4.032283 3.275232 0.15 -0.30 -0.14 -0.161
C -0.445455 4.417276 2.015350 -0.06 0.35 0.27 0.215
F -1.685375 4.521014 1.512218 0.08 -0.20 -0.12 -0.213
F 0.091204 5.641333 1.995277 0.19 -0.16 -0.12 -0.216
S 0.511988 3.280948 0.892241 -0.95 1.04 0.14 1.091
O -0.353563 2.113549 0.808556 0.65 0.14 0.14 -0.824
O 0.625803 4.039450 -0.324457 -0.14 0.14 -0.19 -0.710
N 1.888831 3.187101 1.651138 -0.41 -0.79 0.24 -0.266
S 3.037311 2.602029 0.755959 1.29 0.99 -0.95 0.970
O 2.561747 1.867271 -0.388063 -0.29 -0.61 0.04 -0.242
O 4.155188 2.090600 1.476138 -0.28 -0.14 0.51 -0.695
C 3.748838 4.164019 -0.063938 0.21 0.19 -0.13 0.337
F 3.170080 5.280437 0.372969 -0.07 -0.09 0.06 -0.227
F 5.061956 4.278216 0.174706 -0.07 -0.20 0.13 -0.248
F 3.605913 4.115134 -1.396565 -0.15 -0.11 0.08 -0.211
C 1.959188 -1.535593 6.497453 -0.10 0.07 -0.15 -1.679
C 1.402082 -1.016307 5.173505 0.32 -0.22 0.23 -0.807
C 2.290408 0.040173 4.456673 -0.30 0.44 -0.21 2.569
C 2.572165 1.260358 5.348212 0.16 -0.16 -0.13 -1.347
C 3.447319 2.315136 4.679468 -0.08 -0.20 0.11 -0.984
C 3.587520 -0.634508 4.080465 -0.14 -0.02 0.28 -0.501
O 4.516531 -0.786947 4.846789 0.02 0.06 -0.12 -0.702
N 3.634584 -1.173117 2.819244 0.15 -0.01 -0.27 0.243
C 2.736275 -0.936262 1.794850 -0.04 0.01 0.59 -0.726
O 2.936927 -1.456520 0.702868 -0.01 -0.03 -0.35 -0.379
N 1.680860 -0.137520 2.042311 -0.49 0.19 -1.13 1.891
C 1.406870 0.449291 3.234524 0.29 -0.04 1.13 -0.156
O 0.471670 1.199688 3.431069 0.11 -0.16 -0.30 -0.755
H 1.335939 -2.366916 6.825053 -0.02 -0.01 0.06 0.508
H 1.940434 -0.767023 7.269702 0.04 -0.01 0.07 0.313
H 2.981445 -1.893467 6.386309 0.03 -0.02 0.07 0.280
H 0.422423 -0.566019 5.334694 0.04 0.00 -0.11 0.426
H 1.264623 -1.862406 4.499129 -0.14 0.09 -0.01 -0.040
H 3.084976 0.893656 6.238652 -0.13 0.02 0.05 0.472
H 1.614374 1.697481 5.630235 -0.03 -0.10 0.07 0.446
H 4.389336 1.879969 4.347661 0.08 0.05 0.00 0.299
H 3.669615 3.117246 5.384035 0.01 0.06 -0.03 0.516
H 2.947137 2.733441 3.813875 -0.06 0.15 -0.08 -0.026
H 4.471125 -1.676419 2.562937 -0.03 -0.02 0.03 0.350
N -1.948296 -0.080158 -0.661107 0.21 -0.16 -0.28 -0.673
C -2.851641 0.511081 -0.027373 0.27 -0.24 0.11 0.801
N -4.024064 0.948595 -0.556467 0.06 0.02 0.23 0.309
C -4.325033 0.619766 -1.939015 0.19 0.18 -0.22 -0.821
C -4.799211 1.860097 -2.692462 -0.25 -0.15 0.14 -0.497
C -5.985249 2.491341 -1.962124 0.25 0.19 -0.02 -0.775
C -5.581563 2.815714 -0.524123 -0.17 -0.23 -0.05 -0.646
C -5.114364 1.548475 0.190154 -0.03 0.18 0.15 -0.765
H -5.110917 -0.146050 -1.965028 0.05 -0.04 0.03 0.394
H -3.418374 0.207381 -2.375729 -0.08 -0.06 -0.05 0.277
H -5.078142 1.575413 -3.709309 0.05 0.02 -0.01 0.366
H -3.984438 2.586611 -2.752276 0.05 -0.02 -0.04 0.139
H -6.827538 1.792639 -1.958679 -0.03 0.01 -0.01 0.324
H -6.306167 3.399077 -2.477540 -0.07 -0.03 -0.01 0.382
H -6.421541 3.245628 0.024654 0.03 0.04 0.02 0.398
H -4.766100 3.543048 -0.532607 0.00 0.04 0.08 0.235
H -5.945930 0.833551 0.250969 0.02 0.01 0.06 0.358
H -4.773523 1.774823 1.196343 -0.11 -0.03 -0.03 0.393
```
Forces are in eV/Å.

- Which of these has the lowest ΔE to the lowest compared entry with this formula, charge and spin?
  C34H32N4O5S2SiSn